[1]
14
Properties=species:S:1:pos:R:3:forces:R:3 method="wB97M-V/def2-TZVPD" homo_ev=-9.47 total_energy_ha=-270.43187 relative_energy_ev=3.429 gap_ev=10.318 smiles=CC#CCOC spin_multiplicity=1 charge=0 max_force_ev_per_a=1.44
H 2.2441 -0.3283 -1.5202 -0.2 0.2 0.1
H 1.2108 1.3920 1.5480 0.2 0.3 -0.3
C 0.2332 -0.7120 -0.9968 -0.3 0.1 0.5
H 1.0307 0.5883 -2.4531 0.1 0.0 0.3
H -0.0199 2.3304 0.5974 0.5 0.1 -0.1
H -0.0616 0.5807 0.6574 0.4 0.9 0.4
C 0.6312 1.4451 0.6156 -0.5 -0.4 0.2
H -2.0008 -2.2802 0.2847 -0.3 -0.1 0.3
H -1.2758 -1.6101 1.7652 0.0 0.0 -0.2
C -1.6403 -1.3684 0.7620 -0.2 -0.2 0.0
O 1.4356 1.3371 -0.5300 0.0 -0.5 -0.5
C 1.2722 0.1789 -1.4634 0.2 0.6 0.4
H -2.4706 -0.6612 0.8538 0.1 -0.1 -0.1
C -0.5888 -0.8924 -0.1208 0.0 -1.1 -1.0

=====

[2]
14
Properties=species:S:1:pos:R:3:forces:R:3 method="wB97M-V/def2-TZVPD" homo_ev="-8.16 / -8.16" total_energy_ha=-270.40212 relative_energy_ev=4.239 gap_ev="7.585 / 7.586" spin_multiplicity=1 charge=0 max_force_ev_per_a=0.44
C -1.5068 -0.2071 -0.2864 0.1 0.0 0.1
H 2.8281 0.5008 0.2067 -0.1 -0.1 0.1
C 0.9329 0.0557 -0.6180 -0.1 -0.3 0.3
H 2.6746 -1.0296 -0.6144 -0.1 0.2 0.0
O 2.0589 -1.0868 1.3251 -0.2 0.1 0.1
H -2.7386 1.3189 -1.1689 0.1 -0.1 0.1
H -2.3106 -0.9099 -0.0631 0.1 0.1 0.0
H 1.5389 -0.5330 1.9214 0.1 -0.2 0.0
H -1.0670 1.8450 -0.7480 -0.1 -0.1 0.0
H -2.2959 1.5788 0.5120 0.1 0.0 -0.2
C 2.1547 -0.3650 0.0998 0.0 0.2 -0.3
C -0.2382 -0.6792 -0.2373 0.0 0.1 -0.1
C -1.9140 1.2177 -0.4538 0.1 0.0 -0.1
H -0.1170 -1.7064 0.1248 0.0 0.1 -0.1

=====

[3]
14
Properties=species:S:1:pos:R:3:forces:R:3 method="wB97M-V/def2-TZVPD" homo_ev=-8.59 total_energy_ha=-270.37542 relative_energy_ev=4.965 gap_ev=9.588 spin_multiplicity=1 charge=0 max_force_ev_per_a=0.42
O -1.4091 0.3707 0.1887 -0.2 0.1 0.1
H -0.0226 1.2027 2.3883 0.0 -0.1 -0.1
H 0.5821 -1.7693 -0.7565 -0.1 0.1 0.0
H 0.2394 -0.0414 -2.6891 0.0 0.1 0.1
H 1.4235 0.2278 2.0705 -0.1 0.0 -0.1
H 0.9586 1.5422 0.9518 -0.1 -0.1 0.1
H -1.7780 -0.7707 -1.5817 0.1 0.1 0.0
H -0.5739 -1.0751 1.4323 0.0 0.1 -0.1
C 0.0263 0.5560 -1.7845 -0.1 0.0 -0.1
C 0.5811 0.7456 1.5985 0.0 0.0 0.0
C -1.0289 -0.1645 -1.0779 -0.1 -0.1 -0.4
C -0.2580 -0.2304 0.8063 0.2 0.0 0.3
C 0.2567 -0.7586 -0.5404 0.1 -0.3 0.1
H 1.0283 0.0896 -0.9447 0.2 0.0 0.0

=====

[4]
14
Properties=species:S:1:pos:R:3:forces:R:3 method="wB97M-V/def2-TZVPD" homo_ev=-9.50 total_energy_ha=-270.47832 relative_energy_ev=2.165 gap_ev=10.252 smiles=CC#C[C@@H](C)O spin_multiplicity=1 charge=0 max_force_ev_per_a=0.61
C -0.2041 -0.2210 0.4085 0.1 -0.4 -0.3
H -2.1722 -2.3993 -0.4342 0.0 -0.4 -0.2
H -0.5716 -3.2055 -0.5413 -0.2 0.0 -0.1
C -0.5903 -1.1443 -0.2643 -0.1 0.3 0.5
O 0.4443 1.6190 1.9291 -0.3 -0.1 0.1
H -0.1914 2.2100 -0.5569 0.2 0.0 0.0
H 1.5226 2.5703 -0.2367 0.0 0.0 -0.1
H -0.1131 1.1149 2.5322 0.1 0.0 -0.1
C 0.7343 0.8403 0.7802 0.2 -0.1 -0.3
H 1.0576 1.2037 -1.3256 0.1 0.2 0.3
H -1.2408 -2.3298 -1.9400 0.1 0.2 0.2
C -1.1640 -2.3392 -0.8491 -0.2 -0.2 0.1
C 0.8019 1.7720 -0.4227 0.1 0.2 0.0
H 1.6869 0.3088 0.9206 0.1 0.3 0.1